Record 1
Computed, not measured: a cluster of 8 separate species, C48H108N4O20P4 in total at a distorted geometry, with wB97M-V/def2-TZVPD.

Geometry as ORCA input:
```
! RIJCOSX wB97M-V def2-TZVPD def2/J DEFGRID3
* xyz 0 5
C 3.062 -2.503 -4.329
O 1.985 -1.604 -4.139
P 0.990 -1.715 -2.901
O 1.681 -1.987 -1.631
O 0.375 -0.301 -2.926
C -0.008 0.449 -4.066
O -0.122 -2.811 -3.352
C -0.647 -3.679 -2.266
H 3.638 -2.145 -5.166
H 2.541 -3.410 -4.594
H 3.615 -2.652 -3.383
H 0.055 1.506 -3.769
H -1.059 0.321 -4.178
H 0.627 0.222 -4.929
H -1.183 -3.022 -1.588
H 0.087 -4.240 -1.743
H -1.373 -4.297 -2.817
C -6.027 1.320 -4.088
O -5.792 0.270 -3.167
P -4.271 0.245 -2.614
O -3.174 0.498 -3.634
O -4.403 -1.165 -1.839
C -4.279 -2.377 -2.575
O -4.243 1.336 -1.460
C -4.916 1.316 -0.244
H -5.314 1.353 -4.902
H -5.945 2.246 -3.527
H -7.053 1.259 -4.472
H -4.830 -2.279 -3.496
H -4.725 -3.132 -1.885
H -3.215 -2.544 -2.716
H -5.774 0.675 -0.302
H -5.254 2.315 -0.007
H -4.184 0.985 0.476
C 3.033 2.169 -2.865
O 3.895 2.526 -1.817
P 4.097 1.472 -0.585
O 5.174 1.813 0.310
O 4.148 0.093 -1.356
C 4.365 -1.147 -0.614
O 2.648 1.317 0.107
C 2.229 2.463 0.900
H 3.567 1.499 -3.547
H 2.806 3.095 -3.382
H 2.149 1.679 -2.482
H 3.418 -1.453 -0.181
H 5.080 -0.860 0.162
H 4.681 -1.886 -1.344
H 3.121 2.760 1.501
H 1.411 2.061 1.510
H 1.726 3.225 0.305
C 0.600 -1.653 1.394
O -0.824 -1.683 1.012
P -1.629 -0.308 0.901
O -1.204 0.838 1.774
O -1.817 0.098 -0.642
C -1.363 1.427 -0.957
O -2.986 -0.876 1.482
C -3.600 -2.086 0.961
H 0.640 -0.708 1.932
H 1.192 -1.685 0.495
H 0.628 -2.578 2.010
H -1.997 2.165 -0.510
H -1.421 1.523 -2.032
H -0.304 1.532 -0.710
H -2.937 -2.664 0.343
H -4.524 -1.763 0.531
H -3.733 -2.753 1.783
C 4.996 -4.133 3.474
C 5.244 -2.649 3.057
C 5.555 -1.784 4.249
C 6.981 -1.837 4.676
C 7.778 -1.339 3.466
C 7.662 -2.280 2.286
N 6.225 -2.556 2.035
O 6.011 -3.215 1.019
C 8.150 -1.411 1.000
C 8.483 -3.540 2.402
C 3.821 -2.161 2.477
H 4.043 -4.251 3.935
H 5.778 -4.443 4.235
H 5.125 -4.817 2.629
H 5.415 -0.691 4.029
H 4.880 -1.931 5.071
H 7.291 -2.806 5.084
H 7.206 -1.103 5.458
H 8.823 -1.234 3.788
H 7.277 -0.422 3.110
H 7.694 -0.431 1.105
H 9.198 -1.562 1.051
H 7.692 -1.859 0.165
H 8.368 -3.869 3.458
H 8.226 -4.383 1.695
H 9.544 -3.228 2.347
H 3.085 -2.455 3.223
H 3.624 -2.596 1.507
H 3.903 -1.079 2.391
C -2.546 4.708 -1.955
C -3.760 5.308 -2.638
C -5.036 4.913 -1.853
C -5.281 5.704 -0.570
C -5.357 7.188 -1.019
C -4.069 7.722 -1.671
N -3.563 6.775 -2.789
O -2.888 7.201 -3.635
C -4.303 9.067 -2.408
C -2.951 8.036 -0.563
C -3.677 4.629 -4.050
H -2.405 5.133 -0.965
H -1.816 5.099 -2.679
H -2.499 3.648 -2.069
H -5.908 5.101 -2.492
H -4.964 3.864 -1.720
H -4.510 5.531 0.170
H -6.189 5.413 -0.045
H -5.470 7.835 -0.173
H -6.113 7.248 -1.783
H -3.351 9.185 -2.978
H -5.196 9.046 -3.101
H -4.435 9.831 -1.676
H -2.875 7.187 0.087
H -2.021 8.097 -1.080
H -3.312 8.937 -0.023
H -4.625 4.795 -4.554
H -3.553 3.544 -3.959
H -2.835 5.076 -4.658
C -2.144 5.796 3.018
C -2.751 4.351 3.058
C -1.918 3.580 4.047
C -2.476 2.310 4.504
C -3.800 2.670 5.198
C -4.855 3.207 4.363
N -4.124 4.221 3.485
O -4.946 5.247 3.086
C -5.564 2.353 3.376
C -5.887 3.868 5.402
C -2.810 3.647 1.668
H -2.771 6.372 2.374
H -1.185 5.488 2.638
H -2.051 6.130 4.047
H -0.922 3.432 3.685
H -1.721 4.060 4.970
H -1.829 1.896 5.265
H -2.689 1.501 3.811
H -3.532 3.356 6.012
H -4.047 1.737 5.781
H -6.365 1.869 3.928
H -5.983 3.058 2.624
H -4.952 1.472 3.135
H -6.304 2.932 5.805
H -5.310 4.480 6.097
H -6.619 4.321 4.723
H -3.610 4.026 1.065
H -2.598 2.564 1.735
H -1.900 3.998 1.198
C 1.983 -6.345 -3.456
C 1.761 -7.344 -2.309
C 2.989 -8.342 -2.287
C 4.090 -7.775 -1.416
C 3.591 -7.399 0.022
C 2.505 -6.278 -0.026
N 1.711 -6.725 -1.061
O 0.218 -6.221 -0.733
C 1.876 -6.109 1.384
C 3.223 -4.911 -0.335
C 0.492 -8.239 -2.628
H 1.318 -5.477 -3.265
H 1.750 -6.813 -4.440
H 3.067 -6.086 -3.362
H 2.842 -9.351 -1.872
H 3.408 -8.490 -3.262
H 4.576 -6.901 -1.896
H 4.857 -8.547 -1.370
H 4.500 -7.259 0.642
H 3.220 -8.403 0.311
H 1.239 -6.956 1.610
H 2.697 -5.732 2.007
H 1.146 -5.299 1.160
H 2.513 -4.143 -0.624
H 3.783 -4.541 0.578
H 3.912 -5.012 -1.176
H -0.308 -7.524 -2.899
H 0.260 -8.648 -1.667
H 0.739 -8.935 -3.456
*
```

Results
Max |F|, eV/A: 10.73
Expectation value of S²: 6.02
Frontier orbital gap (spin up / spin down), eV: 7.395 / 8.009
E_HOMO (spin up / spin down), eV: -6.9 / -9.0

Record 2
Computed, not measured: a structure of composition C48H108N4O6 at a distorted geometry, with wB97M-V/def2-TZVPD.

Geometry as ORCA input:
```
! RIJCOSX wB97M-V def2-TZVPD def2/J DEFGRID3
* xyz 0 1
C 2.651 0.534 -3.472
C 2.128 -0.102 -2.216
C 0.941 0.682 -1.832
O 0.477 1.146 -3.089
C 1.434 1.142 -4.075
H 2.977 -0.306 -4.085
H 3.493 1.186 -3.239
H 2.834 -0.033 -1.388
H 1.971 -1.146 -2.485
H 1.131 1.511 -1.150
H 0.130 0.030 -1.508
H 1.698 2.101 -4.521
H 1.087 0.493 -4.879
C 4.380 -1.872 -2.579
C 3.705 -2.134 -1.274
C 4.418 -3.388 -0.788
O 5.688 -3.507 -1.479
C 5.807 -2.413 -2.388
H 4.463 -0.796 -2.731
H 3.846 -2.393 -3.374
H 2.679 -2.474 -1.408
H 3.794 -1.419 -0.457
H 3.820 -4.282 -0.966
H 4.586 -3.230 0.278
H 6.230 -2.810 -3.311
H 6.547 -1.685 -2.056
C 2.387 -0.383 3.567
C 3.736 -0.605 2.877
C 4.740 -1.060 3.839
O 4.038 -1.104 5.062
C 2.895 -0.251 4.993
H 1.694 -1.208 3.405
H 1.771 0.425 3.171
H 4.101 0.326 2.442
H 3.597 -1.367 2.111
H 5.573 -0.357 3.815
H 5.120 -2.045 3.564
H 3.130 0.755 5.340
H 2.185 -0.518 5.776
C -1.769 -1.409 -3.530
C -1.447 -1.485 -5.072
C -1.484 -2.987 -5.377
O -0.863 -3.532 -4.216
C -1.207 -2.751 -3.055
H -2.851 -1.365 -3.410
H -1.338 -0.515 -3.078
H -0.503 -0.994 -5.310
H -2.147 -0.918 -5.685
H -0.876 -3.132 -6.269
H -2.458 -3.394 -5.648
H -0.346 -2.603 -2.403
H -1.911 -3.292 -2.424
C -0.963 3.715 -0.978
C 0.161 2.717 -1.153
C 0.283 2.218 0.274
O -0.445 3.108 1.123
C -1.559 3.487 0.423
H -1.751 3.598 -1.723
H -0.495 4.699 -0.983
H 1.105 3.180 -1.440
H 0.046 1.951 -1.920
H 1.316 2.211 0.621
H -0.067 1.186 0.304
H -2.164 4.324 0.771
H -2.196 2.611 0.550
C -4.967 -1.519 -1.504
C -5.108 -2.192 -2.909
C -4.239 -3.398 -2.886
O -3.290 -3.152 -1.887
C -3.469 -1.951 -1.084
H -5.623 -1.847 -0.698
H -5.009 -0.430 -1.539
H -4.760 -1.473 -3.651
H -6.141 -2.408 -3.181
H -3.878 -3.492 -3.910
H -4.788 -4.311 -2.660
H -2.743 -1.187 -1.364
H -3.492 -2.047 0.001
C 3.068 4.700 -1.746
C 4.322 4.166 -0.872
N 4.410 2.704 -0.632
C 4.449 1.860 -1.822
C 5.443 2.381 -2.956
C 3.572 2.268 0.422
C 4.050 0.937 1.079
H 3.161 4.394 -2.788
H 2.922 5.780 -1.731
H 2.160 4.297 -1.299
H 5.260 4.647 -1.148
H 4.335 4.695 0.082
H 4.881 0.907 -1.515
H 3.467 1.567 -2.194
H 5.693 1.657 -3.731
H 4.854 3.128 -3.487
H 6.358 2.724 -2.472
H 2.499 2.336 0.238
H 3.603 3.037 1.194
H 3.358 0.455 1.771
H 5.006 1.123 1.568
H 4.297 0.172 0.344
C -6.736 -1.708 1.029
C -6.564 -0.470 1.894
N -5.235 0.024 1.731
C -5.057 0.545 0.368
C -3.617 0.977 0.097
C -4.826 1.025 2.767
C -4.942 0.491 4.207
H -6.788 -1.472 -0.034
H -7.542 -2.271 1.499
H -5.895 -2.396 1.115
H -7.321 0.253 1.593
H -6.790 -0.778 2.915
H -5.189 -0.238 -0.379
H -5.780 1.323 0.124
H -3.351 0.833 -0.950
H -3.393 2.027 0.287
H -2.906 0.411 0.700
H -5.354 1.975 2.698
H -3.764 1.132 2.545
H -4.349 1.059 4.923
H -4.726 -0.573 4.306
H -5.983 0.467 4.530
C 0.894 -3.116 -0.303
C 1.183 -1.731 -0.803
N 0.208 -0.728 -0.369
C -1.136 -1.097 -0.865
C -2.006 0.146 -0.946
C 0.173 -0.425 1.026
C 1.614 0.077 1.556
H 1.699 -3.771 -0.636
H -0.113 -3.467 -0.526
H 1.026 -3.094 0.779
H 2.216 -1.492 -0.550
H 1.257 -1.704 -1.890
H -0.940 -1.431 -1.884
H -1.578 -1.881 -0.250
H -2.754 0.014 -1.728
H -2.530 0.446 -0.038
H -1.456 1.056 -1.189
H -0.174 -1.234 1.668
H -0.433 0.471 1.162
H 2.032 1.011 1.182
H 2.341 -0.722 1.406
H 1.694 0.181 2.638
C -2.576 -0.802 2.124
C -2.261 -0.343 3.564
N -0.991 0.325 3.745
C -0.998 1.567 2.907
C 0.325 2.105 2.650
C -0.679 0.750 5.141
C 0.052 -0.355 5.880
H -3.475 -1.419 2.149
H -1.716 -1.290 1.666
H -2.770 0.064 1.491
H -2.931 0.452 3.892
H -2.396 -1.208 4.213
H -1.422 1.528 1.903
H -1.703 2.301 3.297
H 0.265 2.930 1.941
H 0.709 2.435 3.615
H 1.035 1.325 2.373
H -1.631 0.945 5.636
H -0.149 1.697 5.235
H -0.058 -0.068 6.925
H 1.106 -0.379 5.600
H -0.458 -1.307 5.732
*
```

Results
Max |F|, eV/A: 19.05
Frontier orbital gap, eV: 7.440
E_HOMO, eV: -6.8